ORCA calculation (ωB97M-V with the def2-TZVPD basis set) on a molecular structure, CH2FNO2S in a non-equilibrium geometry.

```
8
Properties=species:S:1:pos:R:3:mulliken_charge:R:1
C 0.321 0.873 0.339 -0.26
N 0.408 -0.085 1.002 0.07
O -0.061 -0.486 -2.201 -0.37
O -2.127 -0.556 -0.985 -0.43
F 1.639 -0.555 2.096 -0.46
S -1.134 0.268 -1.670 0.70
H 1.030 1.592 0.282 0.41
H -0.077 -1.049 1.138 0.35
```

lowest unoccupied orbital energy (spin up / spin down) = -1.54 / -1.54 eV
highest occupied orbital energy (spin up / spin down) = -0.389 / -0.389 hartree
energy relative to the best compared isomer or geometry (same formula, charge and spin) = 3.5193 eV
2S+1 = 1
total charge = 0
max |F| = 0.1181 Eh/bohr
E_tot = -20202.4887 eV
molar mass = 111.1 Da
gap between HOMO and LUMO (spin up / spin down) = 0.332 / 0.333 Ha